# C2H12NO3

A 4-piece molecular cluster, C2H12NO3 overall (wB97M-V/def2-TZVPD, the Open Molecules 2025 dataset).

Summary:
**Total energy**: -9893.09501 eV
**ΔE to the lowest compared entry with this formula, charge and spin**: 226.6 kJ/mol
**Maximum force**: 2.348 eV/Å
**Total charge**: +1
**HOMO**: -0.54251 Ha

Geometry as XYZ:
```
18
C2H12NO3 | the Open Molecules 2025 dataset | wB97M-V/def2-TZVPD
C 0.27558 0.07956 1.58366
C 0.72186 -0.95774 -0.56208
N -0.12583 -0.36185 0.20057
H 0.12612 1.14484 1.72488
H 1.30274 -0.25651 1.55334
H -0.51096 -0.40908 2.17507
H 1.71572 -0.51953 -0.58901
H 0.46820 -1.49737 -1.46999
H -0.96098 -0.04463 -0.31588
H 3.80097 1.37979 2.78428
H 3.60048 2.16168 1.49465
O 3.42361 1.31638 1.90083
H -3.70809 0.83934 0.35234
H -3.33014 -0.03084 -0.75092
O -2.90764 0.46370 -0.02590
H -0.75750 -0.54951 -3.63197
H -2.01055 -0.48087 -2.94240
O -1.19977 -0.99380 -2.88863
```